1.
The molecule C4H7ClO2 in a non-equilibrium geometry. Source: the Open Molecules 2025 dataset; level of theory: ωB97M-V/def2-TZVPD.

```
14
Properties=species:S:1:pos:R:3:nbo_charge:R:1
C -0.172 -0.313 -1.316 -0.646
C -0.523 -0.776 0.128 -0.318
C -0.003 0.555 1.172 -0.015
C -0.312 -2.431 -0.008 0.519
O 1.407 0.671 1.046 -0.759
O -1.203 -3.079 -0.453 -0.501
Cl 1.218 -3.067 0.398 -0.008
H 0.857 -0.431 -1.355 0.224
H -0.218 0.772 -1.439 0.215
H -1.678 -0.577 0.374 0.210
H -0.208 0.358 2.302 0.176
H -0.459 1.419 0.790 0.186
H -0.913 -0.848 -1.990 0.232
H 1.994 0.208 1.630 0.487
```

Computed properties:
**E_HOMO**: -9.92 eV
**Max |F|**: 6.6 eV/Å
**Molecular weight**: 122.551 g mol⁻¹
**ΔE to the lowest compared entry with this formula, charge and spin**: 1.933 eV

2.
C2H4AgLiO as an isolated structure in a non-equilibrium geometry. Source: the Open Molecules 2025 dataset; level of theory: ωB97M-V/def2-TZVPD.

```
9
Properties=species:S:1:pos:R:3:nbo_charge:R:1
O -0.479 -0.614 -0.213 -1.267
Ag 0.597 0.324 1.359 0.572
Li -0.789 -2.294 -0.345 0.968
C -0.442 0.687 -1.172 -0.126
C 0.407 1.807 -0.672 -0.848
H -1.505 0.989 -1.251 0.167
H -0.077 0.254 -2.126 0.158
H -0.132 2.765 -0.588 0.191
H 1.350 1.930 -1.230 0.185
```

Computed properties:
**E_HOMO**: -6.18 eV
**Max |F|**: 2.2 eV/Å
**Molecular weight**: 158.862 g mol⁻¹
**ΔE to the lowest compared entry with this formula, charge and spin**: 0.476 eV

3.
A 2-piece molecular cluster, C6H12NO2S2 overall in a non-equilibrium geometry. Source: the Open Molecules 2025 dataset; level of theory: ωB97M-V/def2-TZVPD.

```
23
Properties=species:S:1:pos:R:3:nbo_charge:R:1
C 1.567 0.668 2.549 0.878
C 0.918 -0.906 -1.706 -0.670
C -0.548 -1.590 0.250 -0.658
C -1.518 -0.270 -1.892 -0.663
C -0.440 -0.815 -1.062 0.064
C -0.157 1.489 0.751 -0.256
N 1.091 1.070 1.325 -0.706
O 2.718 0.403 2.695 -0.669
O 0.690 0.404 3.567 -0.724
S -0.033 2.803 -0.384 -0.031
S -1.525 1.343 1.762 -0.407
H 1.066 -1.657 -2.485 0.190
H 0.962 0.007 -2.321 0.207
H 1.744 -0.923 -0.980 0.212
H 0.527 -1.567 0.808 0.209
H -0.807 -2.706 0.170 0.182
H -1.287 -1.292 0.931 0.237
H -1.685 0.864 -1.766 0.207
H -2.557 -0.699 -1.746 0.212
H -1.419 -0.655 -2.975 0.196
H 1.868 1.081 0.618 0.404
H -1.009 2.275 -1.247 0.109
H -0.166 0.674 3.139 0.475
```

Computed properties:
**E_HOMO (spin up / spin down)**: -3.74 / -2.31 eV
**Total charge**: -1
**Max |F|**: 3.0 eV/Å
**Molecular weight**: 194.301 g mol⁻¹
**ΔE to the lowest compared entry with this formula, charge and spin**: 0.440 eV